C3H8BrNa2O3S | ωB97M-V/def2-TZVPD

Structure (XYZ):
```
18
Properties=species:S:1:pos:R:3:forces:R:3:lowdin_charge:R:1
Na 16.436 4.574 -27.452 0.06 0.44 0.25 0.19
Na 18.696 7.424 -27.338 -0.45 -0.10 0.26 0.23
Br 16.300 6.952 -25.699 0.48 -0.30 -0.49 -0.33
O 19.168 8.890 -21.796 2.66 -0.40 -1.53 -0.31
S 20.182 8.545 -22.814 -1.22 -0.57 -1.17 0.71
O 20.370 9.395 -24.013 0.18 -1.53 2.91 -0.33
O 21.719 8.214 -22.184 -2.10 0.33 0.40 -0.27
C 21.795 7.479 -20.910 -0.11 -0.18 1.42 -0.27
C 22.040 8.314 -19.646 0.11 0.84 -1.95 -0.08
C 19.693 6.880 -23.478 0.22 0.09 0.12 -0.12
H 22.683 6.847 -20.938 -0.39 -0.37 -0.87 0.12
H 20.900 6.945 -20.592 -0.23 -0.52 -1.30 0.11
H 22.188 7.666 -18.782 -0.02 0.06 -0.14 0.08
H 21.180 8.975 -19.540 0.29 0.21 0.44 0.08
H 22.949 8.840 -19.940 0.04 0.58 0.93 0.08
H 19.302 6.195 -22.726 0.31 0.36 0.40 0.07
H 20.514 6.398 -24.009 0.29 0.32 0.25 0.06
H 18.877 6.961 -24.196 -0.12 0.73 0.10 -0.02
```
Positions in Å, forces in eV/Å.

Properties
- <S²>: 0.75
- Max |F|: 0.064 Eh/bohr
- LUMO energy (spin up / spin down): -0.027 / -0.015 Ha
- Multiplicity: 2
- E_HOMO (spin up / spin down): -4.460 / -8.995 eV